# 1
A 2-piece molecular cluster, C3H7NO overall. Source: the Open Molecules 2025 dataset; level of theory: ωB97M-V/def2-TZVPD.

Its spin multiplicity is 1. For the molar mass, the calculation gives 73.095 g/mol. Its net charge is 0. Its structure (SMILES) is O=C[C@H]1CN1.[H][H]. The value obtained for the HOMO energy is -9.88 eV.

Positions of all 12 atoms, in Å:
O -0.604 -1.085 1.457
N 1.275 0.299 -0.225
C -0.426 -1.463 0.325
C 0.057 0.791 -0.831
C 0.303 -0.677 -0.717
H -1.028 1.819 2.301
H 0.090 1.223 -1.830
H -0.768 1.129 2.189
H -0.834 -2.436 -0.019
H 0.518 -1.215 -1.639
H -0.640 1.254 -0.138
H 2.056 0.361 -0.873

Atomic forces in eV per Å
O 0.077 -0.211 -0.512
N 0.226 0.064 -0.059
C -0.097 0.132 0.321
C -0.201 0.215 -0.080
C -0.062 -0.219 -0.069
H 0.018 -0.015 0.023
H 0.019 -0.088 0.164
H -0.026 0.106 0.043
H 0.041 0.073 0.041
H -0.022 0.079 0.155
H 0.109 -0.126 -0.099
H -0.083 -0.008 0.070

# 2
A 3-piece molecular cluster, C2H3O3S overall in a non-equilibrium geometry. Source: the Open Molecules 2025 dataset; level of theory: ωB97M-V/def2-TZVPD.

Its spin multiplicity is 1. For the molar mass, the calculation gives 107.110 g/mol. Its net charge is -1. The value obtained for the HOMO energy is -4.44 eV.

Positions of all 9 atoms, in Å:
S -1.684 0.212 0.208
O -2.625 -0.793 -0.233
O -1.056 1.010 -0.883
O -0.079 -0.819 0.719
C 1.387 1.071 1.367
C 0.687 0.093 1.089
H 0.297 -1.181 -1.584
H 2.116 1.836 1.407
H 0.958 -1.429 -2.090

Atomic forces in eV per Å
S 0.243 2.159 -1.316
O 0.015 -0.572 -0.247
O -1.128 -1.228 1.238
O -0.690 -0.898 0.110
C -1.100 -1.816 -0.204
C 2.537 2.297 0.458
H 2.420 -0.872 -1.843
H 0.030 0.101 0.102
H -2.326 0.828 1.702